Record 1
{"formula": "C27H61Cl2O8PSSi", "method": "wB97M-V/def2-TZVPD", "symbols": ["C", "C", "C", "Si", "C", "C", "C", "C", "S", "O", "O", "Cl", "C", "C", "O", "Cl", "P", "C", "C", "C", "H", "H", "H", "H", "H", "H", "H", "H", "H", "H", "H", "H", "H", "H", "H", "H", "H", "H", "H", "H", "H", "C", "C", "C", "O", "H", "H", "H", "H", "H", "H", "H", "H", "C", "C", "C", "O", "H", "H", "H", "H", "H", "H", "H", "H", "C", "C", "C", "O", "H", "H", "H", "H", "H", "H", "H", "H", "C", "C", "C", "O", "H", "H", "H", "H", "H", "H", "H", "H", "C", "C", "C", "O", "H", "H", "H", "H", "H", "H", "H", "H"], "coordinates": [[0.720, 4.088, 0.286], [0.855, 2.903, 0.312], [1.102, 1.480, 0.474], [1.737, 0.723, -1.141], [0.915, 1.464, -2.663], [1.623, 2.709, -3.224], [0.674, 3.857, -3.560], [1.459, 4.998, -4.225], [2.137, 6.147, -3.051], [2.404, 5.480, -1.813], [3.221, 6.841, -3.676], [0.599, 7.428, -2.689], [1.299, -1.148, -1.105], [-0.144, -1.342, -0.814], [-1.028, -0.595, -1.068], [-0.520, -2.909, -0.004], [3.969, 0.797, -1.095], [4.616, 1.432, -2.711], [4.358, 2.169, 0.097], [5.818, 2.629, -0.087], [0.486, 5.095, 0.023], [1.831, 1.319, 1.271], [0.188, 0.981, 0.801], [-0.094, 1.750, -2.355], [0.782, 0.686, -3.413], [2.434, 3.061, -2.589], [2.093, 2.420, -4.170], [0.183, 4.198, -2.647], [-0.103, 3.518, -4.242], [2.339, 4.585, -4.713], [0.868, 5.551, -4.951], [1.443, -1.496, -2.131], [1.943, -1.721, -0.449], [5.635, 1.084, -2.832], [4.653, 2.522, -2.690], [3.989, 1.142, -3.548], [4.162, 1.832, 1.110], [3.708, 3.027, -0.078], [6.206, 2.984, 0.866], [6.461, 1.836, -0.457], [5.845, 3.474, -0.769], [6.188, 8.021, -2.682], [7.101, 6.990, -2.037], [8.335, 7.630, -1.418], [7.484, 5.996, -2.990], [6.712, 8.544, -3.488], [5.314, 7.534, -3.111], [5.854, 8.761, -1.953], [6.547, 6.453, -1.265], [8.926, 8.135, -2.188], [8.971, 6.873, -0.958], [8.062, 8.364, -0.659], [7.974, 6.439, -3.690], [-1.155, -5.302, 3.650], [-1.697, -4.230, 4.584], [-3.206, -4.094, 4.455], [-1.056, -2.982, 4.319], [-1.365, -5.037, 2.610], [-0.073, -5.389, 3.753], [-1.604, -6.276, 3.855], [-1.441, -4.482, 5.614], [-3.479, -3.796, 3.438], [-3.580, -3.324, 5.130], [-3.710, -5.033, 4.689], [-1.264, -2.735, 3.411], [-2.962, 6.453, -4.754], [-2.966, 5.282, -5.725], [-4.366, 4.983, -6.238], [-2.406, 4.123, -5.105], [-3.578, 6.224, -3.880], [-1.950, 6.654, -4.398], [-3.352, 7.358, -5.221], [-2.311, 5.507, -6.568], [-5.024, 4.711, -5.408], [-4.348, 4.143, -6.932], [-4.794, 5.847, -6.747], [-2.962, 3.893, -4.353], [-4.024, -9.016, 6.558], [-3.639, -7.553, 6.418], [-2.653, -7.113, 7.490], [-4.810, -6.733, 6.467], [-4.509, -9.197, 7.522], [-4.730, -9.290, 5.776], [-3.147, -9.664, 6.489], [-3.198, -7.387, 5.432], [-3.096, -7.230, 8.483], [-2.396, -6.060, 7.368], [-1.736, -7.703, 7.452], [-5.215, -6.863, 7.330], [-6.511, -9.517, 1.570], [-6.165, -8.825, 2.879], [-5.267, -7.617, 2.657], [-5.538, -9.743, 3.777], [-5.604, -9.880, 1.080], [-7.155, -10.379, 1.751], [-7.022, -8.838, 0.886], [-7.081, -8.508, 3.378], [-4.322, -7.924, 2.200], [-5.037, -7.136, 3.609], [-5.742, -6.884, 2.003], [-4.721, -10.047, 3.368]], "mulliken_charge": [-0.0244, -0.7723, -0.6086, 0.2176, -0.9691, -0.1663, -0.4947, -1.1310, 1.0580, -0.4588, -0.6606, -0.2430, -0.8383, 0.3880, -0.4235, -0.1863, -0.3013, -1.0060, -0.0845, -1.3171, 0.4840, 0.4671, 0.5944, 0.4545, 0.5768, -0.0786, 0.4353, 0.2342, 0.4610, 0.4450, 0.4626, 0.3470, 0.4947, 0.4298, 0.2215, 0.3694, 0.3685, 0.1634, 0.4144, 0.3308, 0.2633, -1.1807, 0.6176, -1.4308, -0.5527, 0.3707, 0.2705, 0.3510, 0.2288, 0.3430, 0.3484, 0.3646, 0.3335, -1.0149, 0.5273, -1.0408, -0.5584, 0.2130, 0.3205, 0.2656, 0.1246, 0.3450, 0.3015, 0.1888, 0.3321, -1.0325, 0.4065, -1.3781, -0.4622, 0.3441, 0.0859, 0.4054, 0.2506, 0.3647, 0.3288, 0.3801, 0.3259, -1.3218, 1.0977, -1.5019, -0.5349, 0.3653, 0.3005, 0.3630, -0.1492, 0.3876, 0.3413, 0.3577, 0.3373, -1.3511, 0.3550, -1.0715, -0.5364, 0.3549, 0.3386, 0.3715, 0.2602, 0.3238, 0.1489, 0.4236, 0.3355], "max_force_ev_per_a": 1.502, "smiles": "C#CC[Si@](CCCCS(=O)(=O)Cl)(CC(=O)Cl)P(C)CC.CC(C)O.CC(C)O.CC(C)O.CC(C)O.CC(C)O", "gap_ev": 8.332, "total_charge": 0, "e_above_lowest_kj_mol": 0.0}



Record 2
{"formula": "C27H61FN17O10", "method": "wB97M-V/def2-TZVPD", "symbols": ["C", "C", "C", "C", "F", "C", "C", "C", "C", "N", "O", "C", "C", "C", "C", "O", "C", "C", "C", "C", "C", "C", "C", "H", "H", "H", "H", "H", "H", "H", "H", "H", "H", "H", "H", "H", "H", "H", "H", "H", "H", "H", "H", "H", "H", "H", "H", "H", "H", "H", "H", "H", "C", "O", "N", "N", "H", "H", "H", "H", "C", "O", "N", "N", "H", "H", "H", "H", "C", "O", "N", "N", "H", "H", "H", "H", "C", "O", "N", "N", "H", "H", "H", "H", "C", "O", "N", "N", "H", "H", "H", "H", "C", "O", "N", "N", "H", "H", "H", "H", "C", "O", "N", "N", "H", "H", "H", "H", "C", "O", "N", "N", "H", "H", "H", "H"], "coordinates": [[-0.066, -5.573, 0.173], [-0.109, -3.931, 0.488], [-1.675, -3.588, 0.827], [-2.013, -2.001, 1.053], [-0.857, -1.181, 1.523], [-3.139, -1.926, 2.265], [-3.898, -0.482, 2.376], [-5.161, -0.700, 3.452], [-2.902, 0.627, 3.134], [-4.523, 0.036, 1.107], [-4.121, 1.331, 0.904], [-4.227, -0.809, -0.109], [-5.321, -2.057, -0.324], [-4.513, 0.196, -1.418], [-2.664, -1.284, -0.268], [0.841, -3.640, 1.573], [2.238, -3.637, 1.116], [2.771, -2.218, 0.495], [1.884, -1.097, -0.305], [2.509, 0.323, -0.928], [4.122, 0.577, -0.761], [5.055, -0.534, 0.030], [4.396, -1.904, 0.658], [0.998, -6.039, 0.311], [-0.479, -5.810, -0.897], [-0.746, -6.061, 1.024], [0.234, -3.430, -0.540], [-2.330, -3.956, -0.100], [-2.064, -4.240, 1.745], [-3.856, -2.845, 2.111], [-2.521, -2.085, 3.273], [-4.685, -1.162, 4.432], [-5.748, 0.299, 3.645], [-5.865, -1.494, 2.930], [-2.379, 0.011, 4.009], [-3.533, 1.472, 3.645], [-2.037, 1.006, 2.443], [-6.288, -1.708, -0.895], [-5.656, -2.533, 0.701], [-4.778, -2.896, -0.932], [-3.627, 0.930, -1.631], [-5.547, 0.746, -1.204], [-4.704, -0.531, -2.341], [-2.037, -0.291, -0.476], [-2.491, -1.953, -1.241], [2.518, -4.478, 0.353], [2.902, -3.846, 2.086], [0.737, -1.257, -0.478], [1.830, 1.118, -1.468], [4.583, 1.566, -1.231], [6.219, -0.279, 0.089], [5.123, -2.653, 1.224], [9.232, 0.765, -1.020], [8.806, 0.302, 0.026], [10.078, 0.093, -1.822], [8.893, 1.988, -1.466], [10.439, 0.457, -2.687], [10.359, -0.832, -1.523], [8.258, 2.527, -0.892], [9.233, 2.386, -2.325], [7.767, -4.302, 0.520], [7.424, -4.260, -0.651], [7.574, -5.383, 1.297], [8.369, -3.269, 1.139], [7.850, -5.436, 2.263], [7.124, -6.182, 0.871], [8.533, -2.436, 0.589], [8.659, -3.285, 2.102], [-5.578, 2.482, -4.532], [-5.556, 1.705, -3.590], [-4.606, 3.384, -4.753], [-6.577, 2.503, -5.432], [-4.607, 4.032, -5.523], [-3.835, 3.401, -4.098], [-7.329, 1.840, -5.302], [-6.613, 3.135, -6.215], [-4.862, -6.245, -0.600], [-4.231, -5.258, -0.257], [-6.010, -6.617, -0.007], [-4.465, -7.049, -1.603], [-6.544, -7.426, -0.276], [-6.345, -6.038, 0.753], [-3.605, -6.805, -2.077], [-4.971, -7.866, -1.900], [6.599, 4.145, -2.889], [7.373, 4.162, -1.945], [5.788, 5.177, -3.183], [6.488, 3.092, -3.719], [5.144, 5.181, -3.956], [5.840, 5.989, -2.583], [7.080, 2.294, -3.533], [5.856, 3.059, -4.502], [-6.209, 4.789, 0.820], [-6.635, 4.326, 1.866], [-5.363, 4.117, 0.018], [-6.548, 6.012, 0.374], [-5.002, 4.481, -0.847], [-5.083, 3.192, 0.317], [-7.184, 6.552, 0.948], [-6.208, 6.410, -0.485], [-6.920, -0.036, 7.651], [-6.897, -0.812, 8.593], [-5.948, 0.867, 7.430], [-7.919, -0.014, 6.751], [-5.948, 1.515, 6.660], [-5.177, 0.884, 8.085], [-8.671, -0.678, 6.881], [-7.955, 0.618, 5.969], [8.384, 8.547, -3.418], [8.041, 8.588, -4.589], [8.191, 7.466, -2.642], [8.986, 9.579, -2.800], [8.467, 7.413, -1.676], [7.741, 6.666, -3.068], [9.149, 10.412, -3.349], [9.276, 9.564, -1.837]], "mulliken_spin": [0.0000, 0.0013, -0.0013, -0.0206, -0.0007, 0.0074, 0.0313, 0.0217, 0.0071, 0.2817, 0.6017, 0.0402, 0.0023, -0.0103, 0.0339, -0.0001, 0.0000, 0.0002, -0.0007, 0.0000, 0.0000, 0.0000, 0.0000, 0.0000, 0.0000, 0.0000, -0.0003, -0.0004, 0.0004, -0.0006, 0.0033, -0.0009, -0.0032, 0.0012, -0.0010, -0.0011, 0.0036, 0.0008, -0.0059, -0.0007, 0.0026, 0.0008, -0.0011, -0.0023, 0.0010, 0.0000, 0.0000, 0.0007, 0.0000, 0.0000, 0.0000, 0.0000, 0.0000, 0.0000, 0.0000, 0.0000, 0.0000, 0.0000, 0.0000, 0.0000, 0.0000, 0.0000, 0.0000, 0.0000, 0.0000, 0.0000, 0.0000, 0.0000, 0.0000, 0.0005, 0.0000, 0.0000, 0.0000, 0.0000, 0.0000, 0.0000, -0.0001, -0.0001, 0.0000, 0.0000, 0.0000, 0.0000, 0.0000, 0.0000, 0.0000, 0.0000, 0.0000, 0.0000, 0.0000, 0.0000, 0.0000, 0.0000, 0.0007, 0.0007, 0.0039, 0.0000, 0.0002, 0.0025, 0.0000, 0.0000, 0.0000, 0.0000, 0.0000, 0.0000, 0.0000, 0.0000, 0.0000, 0.0000, 0.0000, 0.0000, 0.0000, 0.0000, 0.0000, 0.0000, 0.0000, 0.0000], "max_force_ev_per_a": 5.128, "gap_ev": [8.194, 7.776], "spin_multiplicity": 2, "total_charge": 0}